{"formula": "C3H6N2OS", "method": "ωB97M-V with the def2-TZVPD basis set", "symbols": ["C", "C", "N", "N", "C", "O", "S", "H", "H", "H", "H", "H", "H"], "xyz": [[1.024, -1.001, 0.393], [-0.039, 0.062, -0.013], [-1.320, -0.092, -0.358], [-1.860, -1.266, -0.288], [0.584, 1.460, -0.005], [1.764, 1.580, 0.271], [-0.603, 2.767, 0.067], [2.072, -0.530, 0.551], [0.803, -1.579, 1.376], [0.950, -1.678, -0.519], [-2.635, -1.475, -1.089], [-1.170, -1.973, -0.341], [0.429, 3.725, -0.045]], "mulliken_charge": [-1.06, 0.51, -0.21, -0.56, 0.60, -0.57, -0.23, 0.27, 0.27, 0.32, 0.29, 0.22, 0.16], "lumo_energy_ev": 0.272, "total_charge": 0, "gap_ev": 9.4, "energy_ha": -700.7775}

=====

{"formula": "C3H3NS2", "method": "ωB97M-V with the def2-TZVPD basis set", "symbols": ["C", "C", "C", "N", "S", "S", "H", "H", "H"], "xyz": [[-0.632, 0.110, -0.662], [-0.358, 1.418, -0.333], [0.855, -0.910, 0.905], [0.003, -1.044, -0.086], [1.638, -1.609, 2.099], [0.742, 1.791, 0.864], [-1.259, -0.107, -1.496], [-0.996, 2.298, -0.545], [0.007, -1.947, -0.746]], "mulliken_charge": [-0.24, -0.27, 0.11, -0.12, -0.19, -0.29, 0.36, 0.28, 0.35], "lumo_energy_ev": [-1.236, -1.234], "total_charge": 0, "gap_ev": [6.4, 6.4], "energy_ha": -967.1368}

=====

Values for relative energy (zero: lowest compared OMol25 entry of this formula, charge and spin), kcal/mol, ordered as above
70.1, 49.7